[1]
Formula: C35H98F3KN13O10P3S
Source: OMol25
Level of theory: the ωB97M-V functional and the def2-TZVPD basis

Computed properties:
HOMO level   -7.5 eV
Gap between HOMO and LUMO   7.5786 eV

Structure (ORCA input):
```
! RIJCOSX wB97M-V def2-TZVPD def2/J DEFGRID3
* xyz 0 1
K 20.576 -24.549 26.996
C 18.601 -20.042 28.179
F 18.126 -19.004 27.502
F 19.882 -20.067 28.150
F 18.208 -19.968 29.475
S 17.882 -21.581 27.295
O 18.641 -22.727 27.909
O 16.428 -21.693 27.534
O 18.175 -21.351 25.893
O 22.195 -21.972 26.887
P 23.134 -20.876 26.464
N 23.950 -20.061 27.755
C 24.977 -20.926 28.414
C 23.308 -19.107 28.643
N 22.384 -19.573 25.663
C 22.979 -18.259 25.364
C 21.013 -19.584 25.549
N 24.315 -21.449 25.316
C 25.333 -20.589 24.704
C 24.102 -22.732 24.632
H 24.611 -21.841 28.879
H 25.687 -20.410 29.061
H 25.608 -21.239 27.582
H 24.014 -18.411 29.098
H 22.690 -19.608 29.389
H 22.568 -18.482 28.144
H 22.483 -17.469 25.927
H 24.041 -18.091 25.546
H 22.832 -18.129 24.292
H 20.481 -20.443 25.958
H 20.573 -18.684 25.978
H 20.755 -19.492 24.494
H 25.825 -19.963 25.448
H 26.101 -21.158 24.180
H 24.894 -19.860 24.022
H 24.122 -23.584 25.312
H 24.839 -22.838 23.836
H 23.128 -22.689 24.145
O 13.603 -23.112 33.335
P 14.218 -21.797 33.001
N 13.910 -21.229 31.400
C 14.383 -22.062 30.238
C 12.786 -20.323 31.135
N 15.972 -21.738 33.172
C 16.683 -22.606 34.091
C 16.814 -20.798 32.347
N 13.951 -20.499 34.096
C 13.598 -20.715 35.507
C 14.326 -19.159 33.703
H 13.620 -22.769 29.911
H 15.244 -22.650 30.554
H 14.674 -21.461 29.377
H 12.920 -19.879 30.148
H 12.678 -19.574 31.920
H 11.828 -20.843 31.127
H 16.202 -22.815 35.046
H 16.784 -23.531 33.523
H 17.709 -22.294 34.289
H 17.873 -21.052 32.377
H 16.509 -20.762 31.301
H 16.770 -19.751 32.649
H 13.215 -19.805 35.970
H 12.855 -21.513 35.523
H 14.449 -21.039 36.106
H 15.211 -18.941 34.301
H 13.628 -18.369 33.978
H 14.688 -19.097 32.677
O 20.760 -26.105 29.392
P 21.206 -25.565 30.734
N 21.872 -23.980 30.524
C 23.211 -23.856 30.009
C 20.975 -22.834 30.400
N 22.399 -26.488 31.614
C 22.183 -27.929 31.682
C 23.189 -25.929 32.772
N 20.002 -25.327 31.962
C 18.779 -26.078 31.876
C 20.214 -24.762 33.269
H 23.142 -23.708 28.931
H 23.801 -24.728 30.289
H 23.783 -23.094 30.539
H 21.293 -22.158 29.606
H 21.007 -22.273 31.333
H 19.996 -23.275 30.210
H 21.687 -28.189 32.617
H 21.620 -28.216 30.794
H 23.125 -28.476 31.642
H 22.837 -24.993 33.207
H 23.318 -26.663 33.567
H 24.182 -25.729 32.370
H 18.889 -26.955 31.238
H 18.576 -26.551 32.837
H 17.930 -25.451 31.605
H 20.705 -25.536 33.859
H 19.247 -24.447 33.662
H 20.939 -23.953 33.175
C 17.950 -23.855 23.375
C 19.388 -23.246 23.224
C 19.375 -21.884 22.509
O 20.671 -21.461 22.340
C 20.669 -20.188 21.727
N 20.002 -23.162 24.545
H 17.374 -23.240 24.067
H 17.987 -24.896 23.696
H 17.444 -23.876 22.410
H 19.956 -23.954 22.620
H 18.789 -21.177 23.097
H 18.936 -21.963 21.514
H 21.667 -19.755 21.648
H 20.031 -19.527 22.313
H 20.275 -20.296 20.716
H 19.410 -22.467 24.976
H 20.850 -22.645 24.358
C 18.614 -14.730 35.201
C 18.127 -14.203 33.847
C 17.166 -15.108 33.000
O 17.784 -16.277 32.585
C 17.137 -16.999 31.577
N 17.612 -12.899 33.998
H 17.741 -15.102 35.738
H 19.159 -14.072 35.877
H 19.176 -15.658 35.091
H 18.979 -14.263 33.170
H 16.727 -14.607 32.138
H 16.373 -15.399 33.689
H 17.669 -17.948 31.504
H 17.001 -16.462 30.639
H 16.135 -17.198 31.960
H 17.496 -12.561 33.054
H 18.326 -12.321 34.419
C 13.705 -19.178 26.014
C 14.311 -20.309 25.163
C 15.724 -19.877 24.684
O 15.560 -18.795 23.767
C 16.821 -18.109 23.420
N 14.351 -21.554 25.870
H 14.188 -19.191 26.991
H 12.619 -19.090 26.059
H 13.953 -18.207 25.583
H 13.681 -20.550 24.307
H 16.097 -20.773 24.187
H 16.420 -19.528 25.446
H 17.666 -18.795 23.361
H 17.133 -17.385 24.173
H 16.664 -17.563 22.489
H 14.643 -22.405 25.411
H 15.021 -21.575 26.625
C 17.464 -25.869 28.635
C 17.080 -26.123 27.160
C 15.636 -25.689 26.978
O 15.273 -25.680 25.579
C 13.924 -25.662 25.219
N 17.967 -25.266 26.363
H 17.353 -24.830 28.945
H 18.453 -26.264 28.868
H 16.758 -26.378 29.292
H 17.233 -27.178 26.934
H 15.491 -24.686 27.379
H 14.895 -26.234 27.562
H 13.484 -24.775 25.674
H 13.317 -26.508 25.543
H 13.745 -25.643 24.144
H 17.487 -25.087 25.492
H 17.953 -24.329 26.741
*
```


[2]
Formula: C35H99HgN8O11
Source: OMol25
Level of theory: the ωB97M-V functional and the def2-TZVPD basis

Computed properties:
HOMO level   -10.5 eV
Gap between HOMO and LUMO   8.2972 eV

Structure (ORCA input):
```
! RIJCOSX wB97M-V def2-TZVPD def2/J DEFGRID3
* xyz 1 1
Hg 0.306 0.620 1.480
C -0.875 -1.910 -0.424
C 0.521 -1.269 -0.797
C 0.389 -0.271 -1.902
O 1.250 -0.654 0.267
H -0.770 -2.571 0.446
H -1.195 -2.462 -1.324
H -1.595 -1.093 -0.263
H 1.198 -2.117 -1.018
H 0.044 -0.785 -2.743
H 1.425 -0.050 -2.179
H -0.151 0.631 -1.677
C -5.945 1.196 2.336
C -5.616 1.041 0.863
C -4.102 0.766 0.493
O -3.251 1.863 0.634
C -3.459 2.927 -0.231
N -6.567 0.100 0.217
H -6.989 1.623 2.428
H -5.277 1.913 2.780
H -5.880 0.304 2.886
H -5.866 2.005 0.409
H -4.134 0.538 -0.611
H -3.709 -0.075 1.093
H -3.428 2.515 -1.306
H -2.716 3.684 -0.198
H -4.481 3.369 -0.087
H -6.287 -0.135 -0.734
H -6.711 -0.746 0.680
C -3.496 -0.153 -3.285
C -4.571 -1.187 -3.641
C -3.876 -2.484 -3.956
O -3.044 -2.872 -2.869
C -2.572 -4.205 -3.077
N -5.589 -1.209 -2.506
H -3.946 0.801 -3.413
H -2.524 -0.162 -3.866
H -3.164 -0.216 -2.247
H -5.069 -0.938 -4.560
H -3.271 -2.325 -4.872
H -4.628 -3.152 -4.200
H -1.776 -4.333 -2.286
H -2.016 -4.364 -4.008
H -3.329 -4.972 -2.898
H -6.516 -1.330 -2.867
H -5.301 -1.967 -1.860
C 5.082 -4.268 -1.664
C 4.474 -4.074 -0.303
C 4.359 -5.285 0.547
O 3.957 -6.489 -0.181
C 4.012 -7.640 0.610
N 5.047 -2.999 0.513
H 5.007 -3.308 -2.232
H 4.625 -5.049 -2.232
H 6.187 -4.505 -1.459
H 3.422 -3.751 -0.497
H 3.709 -5.254 1.444
H 5.398 -5.455 1.030
H 3.681 -8.492 -0.042
H 3.293 -7.604 1.519
H 5.035 -7.929 0.918
H 5.525 -2.267 0.015
H 5.603 -3.220 1.298
C 3.598 4.767 -0.787
C 4.008 4.652 -2.238
C 3.041 3.856 -3.121
O 3.651 3.470 -4.342
C 2.887 3.730 -5.451
N 4.267 6.003 -2.783
H 2.697 5.321 -0.744
H 4.331 5.354 -0.264
H 3.539 3.750 -0.437
H 4.970 4.039 -2.267
H 2.167 4.442 -3.223
H 2.784 2.927 -2.581
H 3.616 3.683 -6.247
H 2.528 4.791 -5.420
H 2.043 3.083 -5.575
H 4.659 6.088 -3.667
H 4.967 6.506 -2.264
C 0.834 2.989 4.254
C -0.630 2.662 3.723
C -0.871 3.613 2.537
O 0.157 3.235 1.527
C -0.087 3.791 0.246
N -0.792 1.222 3.312
H 1.258 2.102 4.732
H 0.676 3.798 4.996
H 1.443 3.335 3.397
H -1.390 2.953 4.522
H -0.748 4.614 2.948
H -1.886 3.378 2.097
H -0.402 4.830 0.239
H -0.711 3.205 -0.381
H 0.888 3.784 -0.254
H -1.700 1.008 3.071
H -0.615 0.611 4.173
C 0.995 -5.761 2.431
C -0.118 -6.354 1.547
C -0.746 -5.185 0.829
O -1.399 -4.217 1.586
C -2.746 -4.096 1.353
N 0.197 -7.435 0.597
H 1.574 -6.501 2.879
H 0.554 -5.132 3.207
H 1.676 -5.079 1.855
H -0.981 -6.714 2.140
H -1.602 -5.565 0.220
H -0.104 -4.671 0.122
H -3.369 -5.019 1.677
H -3.000 -3.943 0.299
H -3.254 -3.259 1.923
H 0.203 -8.272 1.118
H 1.118 -7.341 0.136
C -3.046 6.838 -2.663
C -2.565 5.440 -2.904
C -2.273 5.217 -4.416
O -1.943 3.806 -4.362
C -1.540 3.274 -5.629
N -1.463 5.027 -2.105
H -3.909 6.924 -3.276
H -2.282 7.655 -2.818
H -3.215 6.859 -1.601
H -3.413 4.741 -2.663
H -1.382 5.773 -4.806
H -3.085 5.420 -5.090
H -0.624 3.649 -6.087
H -2.340 3.488 -6.388
H -1.583 2.219 -5.448
H -1.000 4.217 -2.546
H -0.780 5.738 -2.028
C 2.499 -2.157 3.988
C 3.007 -0.715 3.747
C 3.533 -0.002 4.977
O 2.516 0.147 6.012
C 2.914 0.767 7.240
N 4.111 -0.798 2.701
H 2.348 -2.621 2.951
H 1.524 -2.179 4.519
H 3.392 -2.651 4.489
H 2.191 -0.060 3.385
H 3.853 0.983 4.760
H 4.378 -0.681 5.243
H 3.298 0.047 7.980
H 2.023 1.154 7.696
H 3.636 1.558 7.116
H 4.059 -1.638 2.090
H 4.908 -1.048 3.310
O -0.318 -0.399 5.640
H 0.686 -0.434 5.818
H -0.723 -0.083 6.470
O 2.718 1.487 0.798
H 2.507 0.508 0.404
H 3.351 1.178 1.458
*
```


[3]
Formula: C36H102As2F15N9O13
Source: OMol25
Level of theory: the ωB97M-V functional and the def2-TZVPD basis

Computed properties:
HOMO level   -10.0 eV
Energy relative to the best compared isomer or geometry (same formula, charge and spin)   12.558 eV
Gap between HOMO and LUMO   3.0476 eV

Structure (ORCA input):
```
! RIJCOSX wB97M-V def2-TZVPD def2/J DEFGRID3
* xyz 4 1
C -10.582 -8.491 -3.078
C -9.193 -8.098 -2.793
C -8.978 -6.707 -1.993
O -7.540 -6.521 -2.013
C -7.035 -5.395 -1.271
N -8.370 -9.243 -2.165
H -8.791 -9.740 -1.393
H -8.273 -9.930 -2.899
H -7.444 -8.875 -2.002
H -11.136 -7.671 -3.535
H -11.134 -8.855 -2.212
H -10.624 -9.309 -3.797
H -8.708 -7.956 -3.759
H -9.437 -6.926 -1.028
H -9.440 -5.966 -2.646
H -7.153 -4.386 -1.666
H -5.959 -5.533 -1.157
H -7.413 -5.426 -0.249
C 1.194 -11.427 -7.066
C 1.376 -10.515 -5.797
C 0.671 -9.187 -5.850
O 0.282 -8.619 -4.598
C -0.208 -7.253 -4.520
N 0.793 -11.301 -4.615
H 0.388 -10.668 -3.940
H -0.063 -11.761 -4.892
H 1.362 -11.987 -4.140
H 1.574 -10.799 -7.871
H 0.167 -11.776 -7.174
H 1.768 -12.354 -7.032
H 2.425 -10.329 -5.568
H -0.249 -9.326 -6.418
H 1.255 -8.446 -6.396
H -1.098 -7.043 -5.112
H 0.615 -6.644 -4.895
H -0.435 -7.013 -3.481
C 5.865 1.466 -5.320
C 5.695 2.895 -4.866
C 7.131 3.525 -4.621
O 7.064 4.777 -3.933
C 7.485 5.922 -4.723
N 4.915 3.649 -5.930
H 5.505 3.769 -6.741
H 4.112 3.135 -6.264
H 4.632 4.574 -5.640
H 6.650 1.450 -6.077
H 4.955 0.960 -5.642
H 6.297 0.871 -4.515
H 5.113 3.075 -3.962
H 7.742 3.497 -5.523
H 7.586 2.784 -3.963
H 7.057 5.866 -5.724
H 8.548 6.065 -4.917
H 7.186 6.841 -4.219
C -0.936 -5.388 5.625
C -1.845 -4.738 6.702
C -3.342 -4.697 6.203
O -3.986 -5.953 6.354
C -5.298 -5.907 5.754
N -1.653 -5.384 8.070
H -1.737 -6.390 8.027
H -0.725 -5.151 8.392
H -2.243 -4.994 8.791
H -1.091 -6.466 5.576
H 0.140 -5.310 5.782
H -1.197 -4.938 4.667
H -1.477 -3.723 6.850
H -3.409 -4.319 5.182
H -3.917 -4.018 6.832
H -5.872 -6.775 6.078
H -5.309 -6.028 4.671
H -5.915 -5.034 5.964
C 4.811 -5.033 -0.455
C 4.693 -5.424 1.031
C 5.233 -6.811 1.515
O 5.855 -6.738 2.840
C 6.397 -7.958 3.357
N 5.458 -4.283 1.722
H 5.483 -4.438 2.720
H 6.421 -4.198 1.430
H 5.022 -3.379 1.611
H 5.851 -4.961 -0.773
H 4.305 -4.094 -0.677
H 4.336 -5.760 -1.113
H 3.672 -5.201 1.339
H 5.912 -7.249 0.785
H 4.381 -7.490 1.538
H 6.803 -7.731 4.342
H 7.294 -8.293 2.837
H 5.667 -8.765 3.408
C 7.778 3.958 3.644
C 8.311 4.863 2.530
C 9.538 4.388 1.683
O 10.063 5.290 0.768
C 11.124 4.818 0.036
N 7.146 5.077 1.615
H 6.639 4.215 1.476
H 6.443 5.638 2.075
H 7.408 5.509 0.740
H 7.546 3.001 3.176
H 6.939 4.241 4.280
H 8.592 3.873 4.364
H 8.567 5.884 2.815
H 9.451 3.393 1.245
H 10.320 4.250 2.429
H 11.950 4.462 0.651
H 11.575 5.576 -0.605
H 10.811 4.009 -0.624
C -2.156 7.932 5.922
C -2.853 7.772 4.528
C -3.666 8.990 4.075
O -4.194 8.711 2.814
C -5.085 9.615 2.268
N -1.834 7.247 3.495
H -0.969 7.760 3.585
H -1.796 6.246 3.629
H -2.167 7.183 2.543
H -2.880 7.893 6.736
H -1.528 8.816 5.818
H -1.386 7.175 6.070
H -3.489 6.890 4.600
H -3.114 9.929 4.105
H -4.554 9.189 4.677
H -5.490 9.267 1.318
H -4.690 10.630 2.226
H -6.004 9.613 2.853
C -4.714 5.246 -3.850
C -5.032 6.082 -5.148
C -5.917 7.250 -4.801
O -6.169 8.158 -5.869
C -6.553 9.497 -5.427
N -3.786 6.572 -5.888
H -3.157 5.782 -5.914
H -4.000 6.975 -6.789
H -3.335 7.262 -5.305
H -4.114 4.345 -3.981
H -5.610 4.921 -3.321
H -4.310 5.795 -3.000
H -5.578 5.492 -5.885
H -5.478 7.678 -3.900
H -6.865 6.827 -4.468
H -5.688 10.050 -5.062
H -7.298 9.515 -4.631
H -6.996 10.098 -6.222
N 4.298 -1.023 7.823
O 4.798 -1.564 6.838
O 4.467 0.144 8.080
O 3.481 -1.624 8.506
As -6.952 2.645 3.010
F -8.700 2.242 3.275
F -7.149 4.111 4.007
F -5.248 3.078 2.684
F -6.806 1.060 2.122
F -7.501 3.543 1.541
F -6.359 1.803 4.491
As 1.305 9.075 -2.399
F 2.905 9.897 -2.442
F 0.463 10.241 -3.519
F -0.291 8.274 -2.281
F 2.044 7.646 -1.607
F 0.915 9.996 -0.837
F 1.669 8.247 -3.949
C 0.471 1.113 1.259
O 0.021 1.611 2.513
O 1.885 1.005 1.307
C -0.355 -0.128 0.671
F -0.057 -0.402 -0.602
F -0.216 -1.367 1.273
F -1.634 0.002 0.720
C -0.039 0.658 3.598
C -0.349 1.425 4.926
H -1.288 1.978 4.913
H -0.334 0.733 5.769
H 0.483 2.076 5.195
H 0.920 0.183 3.807
H -0.848 -0.023 3.335
H 0.329 1.874 0.492
*
```


What is the HOMO level in the third record? -10.0 eV


The highest HOMO level belongs to which entry? C35H98F3KN13O10P3S


Among the records above, which one has the highest HOMO level? C35H98F3KN13O10P3S


Number 3 is which compound? C36H102As2F15N9O13